Entry 1:
Density functional theory data (wB97M-V/def2-TZVPD) for a cluster of 9 separate species, C16H48NO11 in total.

## Properties
Multiplicity: 1
Strongest force on any atom: 0.2738 hartree/bohr
E_tot: -41370.623 eV
Gap between HOMO and LUMO: 8.765 eV
Net charge: -1

Element x y z (Å)
1 N -0.1029 -0.3713 0.1719
2 O 0.0541 -1.3733 0.9509
3 O 0.9211 0.1757 -0.3081
4 O -1.1809 -0.4043 -0.5091
5 C 4.1401 3.9277 0.6709
6 C 3.2761 2.7087 0.7769
7 O 2.7631 2.5467 -0.5151
8 H 3.5801 4.7877 0.3729
9 H 4.9391 3.8287 0.0549
10 H 4.3311 4.2497 1.6279
11 H 2.6661 2.7807 1.5449
12 H 3.9391 1.9117 0.8959
13 H 2.2951 1.8647 -0.6141
14 C -2.0639 -4.2433 -0.0071
15 C -0.8719 -4.3763 -0.9751
16 O 0.2901 -3.9053 -0.3491
17 H -2.9549 -4.5483 -0.5671
18 H -2.4279 -3.3253 0.1089
19 H -2.0479 -4.8753 0.9759
20 H -1.1219 -3.7203 -1.8571
21 H -0.9129 -5.3343 -1.3271
22 H 0.0321 -2.9383 -0.0511
23 C 0.5941 0.4147 -5.0501
24 C 0.2381 0.2367 -3.4741
25 O -0.7429 -0.7923 -3.2301
26 H 1.3021 1.4547 -5.1391
27 H -0.3689 0.7157 -5.4431
28 H 1.0261 -0.4483 -5.6191
29 H 0.0651 1.0227 -3.0681
30 H 1.1361 -0.2573 -3.0911
31 H -1.1249 -0.5873 -2.2871
32 C -1.6159 2.5557 0.5179
33 C -0.7609 2.7517 1.7919
34 O -1.7049 2.9127 2.9199
35 H -2.0339 1.6077 0.4999
36 H -0.8709 2.4787 -0.1561
37 H -2.5599 3.2697 0.5609
38 H 0.1971 3.3007 1.7949
39 H -0.5539 1.7317 2.0509
40 H -1.4499 3.7007 3.3859
41 C -3.2699 2.0187 -3.4351
42 C -3.8169 1.2297 -2.2681
43 O -5.1709 0.7947 -2.5511
44 H -3.8749 3.0037 -3.5181
45 H -3.6209 1.7437 -4.4931
46 H -2.3249 2.1897 -3.2491
47 H -3.7429 1.8527 -1.4391
48 H -3.0829 0.5227 -1.9641
49 H -5.4899 0.4067 -1.6591
50 C 1.8871 -0.0513 4.0559
51 C 2.7721 -0.5223 2.9859
52 O 2.3051 -1.8083 2.5059
53 H 0.7771 -0.0033 3.8379
54 H 2.2611 0.9487 4.3899
55 H 1.9941 -0.7043 5.0419
56 H 3.6061 -0.3443 3.6119
57 H 2.6581 0.3267 2.2089
58 H 1.6911 -1.5363 1.8919
59 C 4.6421 -2.5403 -1.2661
60 C 3.3321 -2.0173 -0.9951
61 O 3.3431 -0.6573 -1.1391
62 H 4.7641 -3.5533 -1.1661
63 H 5.5511 -2.1133 -0.9581
64 H 4.8951 -2.4163 -2.3591
65 H 3.0871 -2.2953 0.1919
66 H 2.5271 -2.4903 -1.4021
67 H 2.4541 -0.3943 -0.8371
68 C -4.0929 -0.7273 3.6449
69 C -2.8389 -0.7373 2.7239
70 O -3.1979 -1.1003 1.4139
71 H -4.7959 0.0367 3.2029
72 H -3.8309 -0.4313 4.7179
73 H -4.4719 -1.8503 3.6709
74 H -2.0769 -1.3543 3.1329
75 H -2.6029 0.1557 2.6179
76 H -2.5559 -1.0133 0.8179

Here are the Löwdin charges for atoms 1 to 8, given in e: N -0.413; O -0.034; O -0.013; O -0.058; C -0.061; C -0.288; O 0.023; H 0.076

Entry 2:
Density functional theory data (wB97M-V/def2-TZVPD) for a cluster of 8 separate species, C16H48O12 in total.

## Properties
Multiplicity: 1
Strongest force on any atom: 0.0559 hartree/bohr
SMILES string: OCCO.OCCO.OCCO.OCCO.CCO.CCO.CCO.CCO
E_tot: -41937.551 eV
Gap between HOMO and LUMO: 10.176 eV

Element x y z (Å)
1 C -1.3771 4.9573 2.6934
2 C -0.3587 4.3007 1.8293
3 O -0.9461 3.1998 1.1246
4 H -1.0221 5.9120 3.0307
5 H -1.6277 4.2351 3.4369
6 H -2.2556 5.1161 2.0687
7 H 0.5167 3.9297 2.4281
8 H -0.0826 5.0844 1.0581
9 H -0.3207 2.5033 0.8795
10 C -0.3631 -6.0374 2.8939
11 C -0.2197 -4.5190 2.6784
12 O 0.2705 -4.1525 1.3510
13 H 0.6321 -6.5297 2.9761
14 H -0.9012 -6.5336 2.0793
15 H -0.8579 -6.2359 3.8113
16 H 0.4560 -4.0763 3.4203
17 H -1.2532 -4.1192 2.8033
18 H 1.2383 -4.3295 1.3101
19 C 1.8608 1.0006 3.8738
20 C 2.1605 2.4626 4.1782
21 O 2.7805 3.2317 3.1491
22 H 1.1040 0.9953 3.0972
23 H 1.4393 0.4229 4.7156
24 H 2.7932 0.5059 3.5553
25 H 2.8311 2.5296 5.0387
26 H 1.2099 2.9803 4.3576
27 H 3.5108 2.6822 2.7867
28 C -1.8706 -3.0287 -3.0626
29 C -1.7813 -4.0434 -1.9236
30 O -0.4934 -3.9004 -1.2747
31 H -2.7369 -3.3131 -3.6994
32 H -0.9689 -3.0356 -3.6716
33 H -1.9690 -2.0584 -2.6580
34 H -1.8837 -5.0895 -2.2561
35 H -2.5461 -3.7519 -1.1326
36 H -0.5004 -4.1236 -0.3462
37 C -3.4658 0.2239 1.0276
38 C -4.0815 -1.0242 1.7990
39 O -5.1114 -0.6852 2.6576
40 O -2.7944 1.1182 1.9258
41 H -4.2628 0.7464 0.4732
42 H -2.6669 -0.0932 0.3328
43 H -3.2736 -1.5747 2.2730
44 H -4.4673 -1.7435 1.0382
45 H -4.7896 0.1960 2.9283
46 H -2.1821 1.7413 1.4716
47 C 2.4399 -1.5767 -4.5194
48 C 1.6254 -0.3169 -4.9566
49 O 2.4660 0.7998 -4.7506
50 O 3.1377 -1.2941 -3.3179
51 H 3.1414 -1.8071 -5.2872
52 H 1.8087 -2.4841 -4.3713
53 H 0.6996 -0.2325 -4.4031
54 H 1.4133 -0.4268 -6.0101
55 H 3.0634 0.5772 -3.9975
56 H 2.4875 -1.4091 -2.5939
57 C 1.2677 -1.2365 -0.2050
58 C 1.5544 0.2356 -0.0788
59 O 0.4558 1.1055 -0.2732
60 O 0.8717 -1.5923 -1.5530
61 H 0.4327 -1.4889 0.5337
62 H 2.1865 -1.7171 0.0482
63 H 2.2887 0.4533 -0.8743
64 H 1.9606 0.5006 0.9047
65 H 0.4903 1.4555 -1.1669
66 H 0.4187 -2.4532 -1.4542
67 C 0.4425 4.3453 -1.8503
68 C 1.1420 3.6521 -3.0106
69 O 1.0331 2.1659 -2.8390
70 O -0.8488 3.8640 -1.8755
71 H 0.5182 5.4069 -2.0875
72 H 0.9783 4.0703 -0.9465
73 H 2.1462 3.9991 -3.1181
74 H 0.6217 3.8801 -3.9005
75 H 1.5664 1.7225 -3.5664
76 H -1.1819 3.7250 -1.0062

Here are the Löwdin charges for atoms 1 to 8, given in e: C -0.082; C -0.296; O -0.119; H 0.076; H 0.070; H 0.085; H 0.105; H 0.122

Entry 3:
Density functional theory data (wB97M-V/def2-TZVPD) for a cluster of 8 separate species, C16H48O16 in total.

## Properties
Multiplicity: 1
Strongest force on any atom: 0.0597 hartree/bohr
SMILES string: OCCO.OCCO.OCCO.OCCO.OCCO.OCCO.OCCO.OCCO
E_tot: -50124.751 eV
Gap between HOMO and LUMO: 9.945 eV

Element x y z (Å)
1 C 0.9032 -5.7087 2.5481
2 C 0.7713 -4.6783 1.4220
3 O 0.7250 -5.2650 0.1378
4 O 2.0730 -6.5765 2.3863
5 H 0.0143 -6.3387 2.5798
6 H 1.0536 -5.3759 3.5751
7 H 1.5991 -3.9691 1.4228
8 H -0.0389 -3.9713 1.6001
9 H 1.3542 -5.9794 0.0141
10 H 1.8377 -7.3869 2.8440
11 C 2.1373 3.3811 -0.9407
12 C 2.4579 4.8189 -0.3661
13 O 3.8379 4.7293 0.0773
14 O 1.5280 2.4817 0.0369
15 H 3.0733 2.8927 -1.2118
16 H 1.4711 3.3627 -1.8032
17 H 1.7657 5.0939 0.4297
18 H 2.4602 5.5570 -1.1682
19 H 4.1508 5.6228 0.2363
20 H 1.3556 1.6429 -0.3970
21 C -2.5584 4.5219 0.8416
22 C -1.6161 3.3131 1.0249
23 O -2.2837 2.2206 1.6143
24 O -3.2733 4.3070 -0.3745
25 H -1.8896 5.3826 0.8468
26 H -3.3033 4.5595 1.6364
27 H -0.7500 3.6667 1.5844
28 H -1.2467 2.9027 0.0851
29 H -2.9902 1.9390 1.0284
30 H -4.0117 3.6981 -0.3003
31 C -3.8846 -3.7135 1.0883
32 C -4.0438 -4.0281 -0.3801
33 O -2.8422 -3.8891 -1.1492
34 O -3.9288 -2.3288 1.3429
35 H -2.8839 -4.0347 1.3772
36 H -4.6285 -4.1545 1.7518
37 H -4.9122 -3.5528 -0.8362
38 H -4.2733 -5.0935 -0.3635
39 H -2.8000 -4.6756 -1.6980
40 H -3.1781 -1.8729 0.9554
41 C -0.1302 -1.2639 -0.1467
42 C -0.4359 -0.3196 -1.3051
43 O 0.7182 0.3127 -1.7821
44 O -1.3836 -1.9117 0.2336
45 H 0.3738 -0.7954 0.6986
46 H 0.5608 -2.0361 -0.4848
47 H -1.1369 0.4486 -0.9785
48 H -0.8578 -0.9494 -2.0883
49 H 0.4720 0.8651 -2.5277
50 H -1.6627 -2.5029 -0.4694
51 C 3.4531 -1.6724 -1.6921
52 C 4.2741 -1.0588 -0.5558
53 O 3.4357 -0.8076 0.5810
54 O 3.0613 -0.6446 -2.5679
55 H 2.6911 -2.3526 -1.3117
56 H 4.1621 -2.2327 -2.3017
57 H 4.7636 -0.1762 -0.9675
58 H 5.0619 -1.7204 -0.1955
59 H 3.9372 -0.2106 1.1411
60 H 2.3060 -0.2828 -2.0986
61 C 0.7778 0.9300 3.6797
62 C 2.1710 0.4015 4.0101
63 O 3.1547 1.4858 3.9500
64 O 0.1358 1.2867 4.9402
65 H 0.2531 0.0977 3.2105
66 H 0.6985 1.7288 2.9423
67 H 2.5298 -0.2546 3.2170
68 H 2.2643 -0.1187 4.9633
69 H 3.2540 1.8617 3.0723
70 H -0.7963 1.4535 4.7823
71 C -1.6490 2.6765 -3.4882
72 C -2.4455 3.2371 -4.7488
73 O -3.4162 2.3375 -5.2218
74 O -0.8160 1.5688 -3.7843
75 H -2.2347 2.3636 -2.6238
76 H -0.9788 3.4697 -3.1569
77 H -1.7875 3.4906 -5.5799
78 H -2.9468 4.1500 -4.4274
79 H -3.7182 2.6522 -6.0770
80 H -1.3460 0.9918 -4.3391

Here are the Löwdin charges for atoms 1 to 8, given in e: C -0.202; C -0.245; O -0.063; O -0.092; H 0.111; H 0.115; H 0.111; H 0.108

What is the formula in the second record?
C16H48O12